No. 1
The following is a quantum chemistry calculation of a single C4H4S molecule at a distorted geometry, from the OMol25 dataset.

```
! wB97M-V def2-TZVPD RIJCOSX def2/J DEFGRID3
* xyz 0 1
C -1.927 0.728 -0.031
C -0.780 0.765 -0.148
C 0.515 0.340 -0.046
C 0.929 -0.986 0.388
H -2.946 1.375 -0.366
H 1.097 1.113 0.280
H 1.988 -1.088 0.921
H 0.112 -1.712 0.284
S 1.014 -0.535 -1.281
*
```

LUMO energy	0.0352	Ha
SMILES string	C#C[C@H]1CS1
highest occupied orbital energy	-8.740	eV

Results of the Mulliken charge analysis, in e, for atoms 1 through 8:
1 C 0.000
2 C -0.633
3 C 0.177
4 C -0.551
5 H 0.254
6 H 0.382
7 H 0.252
8 H 0.311

---

No. 2
The following is a quantum chemistry calculation of 7 unconnected molecules or ions with the total composition C47H45N4O14S at a distorted geometry, from the OMol25 dataset.

```
! wB97M-V def2-TZVPD RIJCOSX def2/J DEFGRID3
* xyz 1 1
C -7.050 -1.972 2.020
C -6.699 -2.868 0.694
O -5.610 -2.343 -0.145
C -4.285 -2.805 0.306
C -3.754 -4.381 0.354
S -4.614 -5.973 -0.131
N -2.353 -4.164 0.956
C -1.355 -5.266 1.296
N -0.395 -5.519 0.120
C -1.110 -6.426 -0.897
C -2.096 -2.694 1.202
C -0.748 -2.035 1.863
C -0.966 -2.132 3.630
C -2.537 -2.688 4.116
O -2.007 -1.136 4.238
N -3.269 -1.791 0.814
C -3.395 -0.283 0.944
N -3.684 0.363 -0.427
H -7.960 -2.430 2.643
H -7.384 -0.855 1.776
H -6.078 -1.968 2.712
H -7.659 -2.936 0.000
H -6.462 -3.984 1.026
H -4.772 -6.826 0.999
H -1.952 -6.269 1.542
H -0.720 -4.935 2.235
H -0.270 -4.600 -0.400
H -1.843 -5.696 -1.491
H -0.383 -6.905 -1.679
H -1.729 -7.282 -0.394
H -0.578 -0.902 1.622
H 0.230 -2.671 1.686
H 0.018 -2.499 4.317
H -2.681 -3.111 5.201
H -3.485 -2.259 3.581
H -4.254 -0.025 1.731
H -2.422 0.248 1.341
H -4.513 1.021 -0.318
H -3.917 -0.390 -1.124
C -3.536 1.494 4.690
C -2.845 2.626 4.850
C -3.526 3.911 5.101
O -2.894 4.949 5.246
C -5.001 3.896 5.171
C -5.693 2.764 5.011
C -5.011 1.479 4.759
O -5.643 0.441 4.615
H -3.052 0.543 4.504
H -1.762 2.654 4.802
H -5.485 4.847 5.357
H -6.775 2.736 5.058
C 0.845 0.612 -1.167
C -0.206 1.438 -1.145
C -0.028 2.904 -1.163
O -0.989 3.661 -1.141
C 1.354 3.421 -1.208
C 2.404 2.594 -1.230
C 2.227 1.129 -1.212
O 3.188 0.372 -1.234
H 0.732 -0.465 -1.153
H -1.226 1.075 -1.113
H 1.467 4.498 -1.221
H 3.425 2.958 -1.262
C 1.167 5.557 5.608
C 0.117 6.383 5.630
C 0.294 7.848 5.612
O -0.666 8.605 5.634
C 1.677 8.365 5.567
C 2.727 7.539 5.545
C 2.550 6.074 5.563
O 3.510 5.317 5.541
H 1.055 4.480 5.622
H -0.903 6.020 5.662
H 1.789 9.442 5.553
H 3.747 7.902 5.513
C 2.296 3.851 -7.264
C 2.119 4.430 -6.072
C 2.664 3.829 -4.839
O 2.500 4.357 -3.748
C 3.414 2.564 -4.974
C 3.591 1.985 -6.165
C 3.046 2.586 -7.398
O 3.210 2.058 -8.490
H 1.903 4.279 -8.177
H 1.572 5.359 -5.957
H 3.807 2.136 -4.060
H 4.138 1.057 -6.281
C 4.548 -0.605 -11.323
C 4.710 -0.036 -10.125
C 5.917 -0.289 -9.313
O 6.065 0.230 -8.215
C 6.939 -1.193 -9.879
C 6.777 -1.761 -11.077
C 5.570 -1.509 -11.888
O 5.422 -2.027 -12.986
H 3.668 -0.431 -11.931
H 3.970 0.630 -9.697
H 7.818 -1.367 -9.271
H 7.517 -2.427 -11.505
C 2.321 -4.519 2.841
C 2.947 -5.281 3.743
C 4.217 -4.851 4.360
O 4.792 -5.549 5.184
C 4.767 -3.546 3.944
C 4.141 -2.783 3.042
C 2.871 -3.214 2.425
O 2.296 -2.516 1.601
H 1.389 -4.820 2.379
H 2.556 -6.241 4.059
H 5.699 -3.245 4.407
H 4.532 -1.824 2.726
*
```

LUMO energy	-0.1449	Ha
highest occupied orbital energy	-11.130	eV

Results of the Mulliken charge analysis, in e, for atoms 1 through 8:
1 C -0.692
2 C -0.192
3 O -0.377
4 C 0.281
5 C -0.447
6 S -0.091
7 N 0.624
8 C -0.711

---

No. 3
The following is a quantum chemistry calculation of 2 unconnected molecules or ions with the total composition CH4NO2Si at a distorted geometry, from the OMol25 dataset.

```
! wB97M-V def2-TZVPD RIJCOSX def2/J DEFGRID3
* xyz -1 1
C -3.469 1.207 -1.777
N 0.278 -1.038 0.361
O -1.708 0.412 -0.906
O -3.921 1.919 -1.018
Si -0.230 0.510 -0.452
H 1.241 -1.136 0.390
H 0.075 -1.782 -0.354
H 0.764 0.657 -1.382
H 0.027 1.491 0.554
*
```

LUMO energy	0.1589	Ha
highest occupied orbital energy	-4.424	eV

Results of the Mulliken charge analysis, in e, for atoms 1 through 8:
1 C 0.041
2 N -0.663
3 O -0.330
4 O -0.208
5 Si 0.202
6 H 0.191
7 H 0.210
8 H -0.226

---

No. 4
The following is a quantum chemistry calculation of a molecular structure, C21H16N5OSW at a distorted geometry, from the OMol25 dataset.

```
! wB97M-V def2-TZVPD RIJCOSX def2/J DEFGRID3
* xyz 1 1
W 0.000 0.000 0.000
S -4.899 4.340 3.452
N -4.999 2.736 3.054
C -3.847 2.414 2.436
C -3.484 1.136 1.915
C -4.361 0.035 2.015
C -3.976 -1.189 1.500
C -2.735 -1.265 0.908
N -1.880 -0.221 0.804
C -2.210 1.003 1.293
C -1.306 2.111 1.184
N -0.093 1.969 0.587
C 0.759 3.016 0.484
C 0.487 4.280 0.958
C -0.735 4.479 1.575
C -1.636 3.399 1.691
C -2.906 3.568 2.322
N -3.395 4.700 2.859
H -5.334 0.139 2.491
H -4.623 -2.057 1.557
H -2.371 -2.197 0.483
H 1.700 2.792 -0.011
H 1.205 5.084 0.851
H -0.989 5.463 1.964
C 4.193 1.587 -2.983
C 4.239 0.628 -1.806
C 2.904 0.427 -1.232
N 1.849 0.266 -0.777
H 5.196 1.727 -3.400
H 3.811 2.568 -2.680
H 3.544 1.206 -3.779
H 4.916 1.024 -1.041
H 4.650 -0.333 -2.135
C 1.980 -2.619 3.631
C 2.782 -1.835 2.801
C 2.202 -1.095 1.771
C 0.824 -1.138 1.571
C 0.023 -1.921 2.400
C 0.600 -2.663 3.431
H 2.431 -3.197 4.434
H 3.857 -1.801 2.957
H 2.818 -0.482 1.120
H -1.050 -1.949 2.237
H -0.025 -3.273 4.077
O -0.548 -0.627 -1.520
*
```

LUMO energy	-0.1635	Ha
highest occupied orbital energy	-9.743	eV

Results of the Mulliken charge analysis, in e, for atoms 1 through 8:
1 W 1.345
2 S 0.205
3 N -0.669
4 C 0.787
5 C 0.046
6 C -0.483
7 C -0.807
8 C -0.277

---

No. 5
The following is a quantum chemistry calculation of a molecular structure, C7H8S at a distorted geometry, from the OMol25 dataset.

```
! wB97M-V def2-TZVPD RIJCOSX def2/J DEFGRID3
* xyz 0 1
C -1.464 0.479 0.542
C -1.385 1.844 0.648
C -0.357 -0.257 0.143
C 0.983 1.094 -0.065
C -1.301 -2.394 -0.595
C -0.292 -1.628 -0.158
C 2.460 0.923 -0.283
S 0.173 2.528 0.303
H -2.410 -0.019 0.856
H -2.026 2.633 1.200
H -1.247 -3.520 -0.672
H -2.198 -1.846 -0.974
H 0.534 -2.355 0.055
H 2.799 -0.090 0.039
H 2.746 0.932 -1.423
H 2.983 1.677 0.383
*
```

LUMO energy (spin up / spin down)	0.0062 / 0.0064	Ha
highest occupied orbital energy (spin up / spin down)	-7.309 / -7.309	eV

Results of the Mulliken charge analysis, in e, for atoms 1 through 8:
1 C -0.302
2 C -0.393
3 C 0.122
4 C 0.196
5 C -0.756
6 C -0.097
7 C -0.828
8 S -0.087

---

No. 6
The following is a quantum chemistry calculation of a single C6H7NO2 molecule at a distorted geometry, from the OMol25 dataset.

```
! wB97M-V def2-TZVPD RIJCOSX def2/J DEFGRID3
* xyz 0 1
C -2.975 -0.500 0.058
C -1.700 0.193 -0.084
C 0.783 -0.121 0.004
C 1.394 1.119 0.167
C 2.763 0.832 -0.005
C 2.901 -0.451 -0.169
H -2.934 -0.583 1.157
H -3.018 -1.486 -0.623
H -3.872 0.173 -0.466
H -0.693 -1.508 0.526
H 0.498 1.939 0.187
H 3.588 1.764 0.025
H 3.575 -1.081 -0.160
N -0.536 -0.567 -0.076
O -1.503 1.424 -0.329
O 1.729 -1.147 -0.212
*
```

LUMO energy	0.0217	Ha
SMILES string	CC(=O)Nc1ccco1
highest occupied orbital energy	-8.193	eV

Results of the Mulliken charge analysis, in e, for atoms 1 through 8:
1 C -0.989
2 C 0.740
3 C 0.116
4 C -0.031
5 C -0.311
6 C -0.629
7 H 0.305
8 H 0.275

---

no.,E (eV)
1,-15042.6743
2,-94903.4548
3,-14566.1003
4,-44189.8450
5,-18219.6675
6,-11917.0722